Entry from OMol25: a structure of composition C36H45BaCl2N11O2S at a distorted geometry (the ωB97M-V functional and the def2-TZVPD basis).

Output
LUMO level (spin up / spin down): -0.027 / -0.027 Eh
HOMO-LUMO gap (spin up / spin down): 3.968 / 3.968 eV
Strongest force on any atom: 0.0656 hartree/bohr
Energy relative to the best compared isomer or geometry (same formula, charge and spin): 35.20 kcal/mol

Geometry as ORCA input:
```
! RIJCOSX wB97M-V def2-TZVPD def2/J DEFGRID3
* xyz 0 1
Ba -7.653 -5.219 -19.090
C -5.259 -8.067 -19.562
C -4.577 -7.021 -18.647
N -5.473 -6.462 -17.650
C -6.000 -7.499 -16.674
C -7.504 -7.452 -16.444
N -8.345 -7.591 -17.620
C -8.020 -8.942 -18.275
C -7.535 -8.845 -19.735
N -6.634 -7.720 -20.082
H -4.639 -8.149 -20.453
H -5.367 -9.028 -19.050
H -3.765 -7.637 -18.123
H -4.110 -6.175 -19.204
H -4.915 -5.834 -17.072
H -5.690 -8.486 -16.975
H -5.530 -7.293 -15.710
H -7.783 -8.233 -15.712
H -7.795 -6.589 -15.879
H -9.297 -7.649 -17.282
H -7.212 -9.393 -17.678
H -8.950 -9.509 -18.298
H -6.970 -9.792 -19.996
H -8.413 -8.849 -20.413
H -6.540 -7.788 -21.119
N -10.130 -6.060 -20.569
C -10.135 -6.298 -21.955
C -11.125 -7.095 -22.581
C -11.178 -7.326 -23.965
C -10.165 -6.802 -24.759
C -9.027 -6.086 -24.196
C -7.939 -5.718 -24.976
C -6.918 -4.955 -24.385
C -6.996 -4.684 -23.023
N -7.901 -5.227 -22.199
C -8.990 -5.817 -22.749
H -10.958 -6.544 -20.208
H -10.047 -5.048 -20.309
H -11.954 -7.448 -21.988
H -11.950 -7.965 -24.395
H -10.090 -6.847 -25.842
H -7.788 -6.151 -25.929
H -6.049 -4.656 -24.952
H -6.196 -4.124 -22.544
N -9.779 -3.355 -19.674
C -10.276 -2.443 -20.223
N -10.684 -1.427 -20.867
C -10.292 -0.303 -20.288
N -9.976 0.702 -19.775
N -3.101 0.892 -20.987
C -4.465 0.798 -20.937
O -5.137 1.520 -21.695
C -5.056 -0.125 -19.993
C -6.436 -0.101 -19.957
C -7.097 -1.089 -19.169
N -6.485 -2.186 -18.732
C -5.146 -2.172 -18.718
C -4.410 -1.138 -19.303
H -2.791 1.422 -21.793
H -2.472 0.145 -20.727
H -7.039 0.656 -20.367
H -8.140 -0.993 -18.953
H -4.586 -2.964 -18.199
H -3.337 -1.183 -19.174
C -11.921 -6.352 -17.438
C -12.624 -7.577 -17.403
C -13.612 -7.922 -18.364
C -14.107 -9.173 -18.400
C -13.645 -10.191 -17.616
C -12.851 -9.879 -16.516
C -12.339 -8.606 -16.432
C -14.018 -11.519 -17.908
N -14.430 -12.498 -18.390
H -11.113 -6.132 -16.694
H -11.903 -5.696 -18.327
H -13.950 -7.191 -19.083
H -14.715 -9.480 -19.232
H -12.696 -10.669 -15.802
H -11.587 -8.486 -15.668
Cl -1.327 -5.441 -17.437
C -1.252 -4.226 -16.153
Cl -2.621 -4.287 -15.058
H -1.298 -3.252 -16.684
H -0.334 -4.487 -15.605
O -8.065 -4.226 -16.665
S -8.421 -3.168 -15.632
C -9.904 -3.647 -14.687
C -9.503 -3.650 -13.217
C -8.006 -4.141 -13.159
C -7.271 -3.476 -14.274
H -10.198 -4.677 -15.018
H -10.768 -2.987 -14.873
H -10.144 -4.198 -12.520
H -9.499 -2.578 -12.911
H -8.046 -5.234 -13.206
H -7.672 -3.927 -12.150
H -6.359 -3.934 -14.653
H -7.121 -2.421 -13.979
*
```